a.
Density functional theory data (wB97M-V/def2-TZVPD) for 5 unconnected molecules or ions with the total composition C6H21NO5.

Atoms and positions in Å:
C -2.254 -0.506 -0.446
N -1.608 0.809 -0.466
C -1.993 1.685 -1.371
O -1.602 2.830 -1.525
C -1.339 -1.687 -0.720
C 0.037 -1.707 -0.033
C -0.095 -1.720 1.496
C -0.277 -3.153 2.073
H -3.002 -0.492 -1.224
H -2.797 -0.627 0.482
H -0.942 1.019 0.248
H -2.837 1.402 -2.013
H -1.021 -1.717 -1.755
H -1.800 -2.597 -0.430
H 0.516 -2.647 -0.302
H 0.728 -0.980 -0.423
H 0.829 -1.300 1.895
H -0.849 -1.060 1.915
H 0.370 -3.412 2.922
H -1.347 -3.297 2.310
H -0.022 -3.852 1.259
H 3.054 3.391 -0.049
H 1.634 3.708 -0.587
O 2.255 2.950 -0.435
H 3.223 -0.481 0.436
H 2.138 -0.029 1.361
O 2.754 -0.739 1.237
H 2.300 2.153 -2.723
H 2.847 0.798 -2.422
O 2.763 1.379 -3.136
H -0.828 3.366 0.040
H -0.627 3.151 1.606
O -0.207 3.361 0.782

Its LUMO energy is 0.39 eV. The molar mass is 187.236 u. The frontier orbital gap comes out at 10.68 eV. As for the structure (SMILES): CCCCCNC=O.O.O.O.O. The calculation puts the HOMO energy at -10.287 eV. The total charge is 0.

b.
Density functional theory data (wB97M-V/def2-TZVPD) for 5 unconnected molecules or ions with the total composition C6H21NO5.

Atoms and positions in Å:
C -0.984 0.738 0.941
N 0.226 1.289 1.715
C 1.185 0.215 1.882
C 2.428 0.454 0.906
C 2.386 -0.352 -0.422
O 1.718 0.112 -1.343
C -1.256 1.538 -0.345
C -2.254 2.700 -0.086
H -1.867 0.918 1.443
H -0.899 -0.253 0.662
H 0.714 1.995 1.167
H 1.472 0.154 3.027
H 0.904 -0.792 1.676
H 2.481 1.578 0.701
H 3.335 0.265 1.404
H 2.885 -1.207 -0.650
H -0.391 2.180 -0.737
H -1.507 0.897 -1.267
H -2.700 3.288 -0.898
H -3.296 2.315 0.060
H -1.705 3.441 0.625
H 0.126 0.118 -3.191
H -0.656 0.111 -4.451
O 0.040 -0.321 -3.997
H 0.819 -3.330 1.276
H 0.631 -2.935 -0.205
O 1.234 -2.916 0.508
H -0.475 -3.341 -2.688
H 0.399 -1.923 -3.091
O -0.024 -2.525 -2.439
H -1.956 -1.965 1.967
H -1.082 -1.041 3.073
O -1.931 -1.410 2.781

Its LUMO energy is 0.38 eV. The molar mass is 187.236 u. The frontier orbital gap comes out at 9.24 eV. As for the structure (SMILES): CCCNCCC=O.O.O.O.O. The calculation puts the HOMO energy at -8.857 eV. The total charge is 0.

Most stable: a (next structure +68.2 kcal/mol)

a.
Density functional theory data (wB97M-V/def2-TZVPD) for C4H8ClN in the gas phase.

Atoms and positions in Å:
C -1.473 0.795 -0.080
C -0.254 0.284 0.562
C 0.327 -1.206 0.203
C 1.538 -0.415 -0.339
H -1.863 1.767 0.467
H -1.274 1.130 -1.195
H -0.524 0.143 1.575
H -0.290 -1.588 -0.514
H 0.652 -1.863 1.013
H 2.501 -0.718 -0.051
H 1.285 -0.455 -1.354
H 1.108 1.564 -0.481
N 1.139 0.861 0.215
Cl -2.872 -0.299 -0.023

Its LUMO energy is 1.00 eV. The molar mass is 105.568 u. The frontier orbital gap comes out at 10.09 eV. As for the structure (SMILES): ClC[C@H]1CCN1. The calculation puts the HOMO energy at -9.090 eV. The total charge is 0.

b.
Density functional theory data (wB97M-V/def2-TZVPD) for C4H8ClN in the gas phase.

Atoms and positions in Å:
C -0.678 0.162 -0.042
C 0.478 -0.813 -0.063
C -1.922 -0.386 -0.706
C -1.745 -0.418 0.810
H -0.188 2.055 -0.801
H 0.186 1.745 0.809
H 0.371 -1.457 0.840
H 0.388 -1.443 -0.931
H -1.636 -1.272 -1.166
H -2.626 0.246 -1.329
H -2.377 0.256 1.191
H -1.582 -1.387 1.244
N -0.513 1.572 0.045
Cl 2.015 -0.060 -0.010

Its LUMO energy is 1.00 eV. The molar mass is 105.568 u. The frontier orbital gap comes out at 10.51 eV. As for the structure (SMILES): NC1(CCl)CC1. The calculation puts the HOMO energy at -9.502 eV. The total charge is 0.

c.
Density functional theory data (wB97M-V/def2-TZVPD) for 2 unconnected molecules or ions with the total composition C4H8ClN.

Atoms and positions in Å:
C 1.478 0.534 1.527
C 1.089 -0.021 0.418
C -2.232 0.180 -1.583
C 1.720 -1.196 -0.190
N -2.673 1.189 -0.986
Cl -2.590 -1.171 -0.599
H 2.295 0.057 2.072
H 0.825 1.246 2.138
H 0.279 0.534 -0.146
H 1.159 -2.184 0.208
H 2.817 -1.202 0.051
H 1.624 -1.293 -1.259
H -2.520 2.108 -1.534
H -3.270 1.219 -0.117

Its LUMO energy is 0.78 eV. The molar mass is 105.568 u. The frontier orbital gap comes out at 9.87 eV. The calculation puts the HOMO energy at -9.089 eV. The total charge is 0.

Most stable: b (next structure +15.1 kcal/mol)